## w
H7O4 | ωB97M-V/def2-TZVPD

Computed properties:
Frontier orbital gap in hartree: 0.3559
HOMO in eV: -5.015
Charge: -1

Each line ends with the Löwdin charge.
Cartesian coordinates (Å):
O 0.11727 -0.52970 -0.61644  -0.38
H 0.07166 -1.17728 -1.26561  -0.09
O -2.54789 0.07717 -0.04787  -0.15
H -1.62566 -0.34455 -0.34694  0.03
H -2.49314 0.81134 -0.59856  -0.05
O 0.49004 1.94612 -0.26623  -0.19
H 0.06613 2.01189 0.58603  -0.02
H 0.16788 0.99060 -0.59023  -0.02
O 1.99597 -1.59567 1.28203  -0.10
H 1.20689 -1.28959 0.70462  0.03
H 2.55086 -0.90033 1.15920  -0.06

***

## x
H7O4 | ωB97M-V/def2-TZVPD

Computed properties:
Frontier orbital gap in hartree: 0.3194
HOMO in eV: -4.677
Charge: -1

Each line ends with the Löwdin charge.
Cartesian coordinates (Å):
O 0.73498 -0.20017 -0.54896  -0.46
H 0.41090 0.19123 -1.41650  -0.05
O -1.04321 -0.34079 1.48468  -0.12
H -1.75050 -0.14830 0.94211  -0.06
H -0.33630 -0.27813 0.74498  -0.01
O -1.30726 1.70850 -1.64008  -0.11
H -0.75504 1.20895 -0.98879  -0.01
H -2.04863 1.06985 -1.61105  0.04
O 2.15881 -1.54747 1.10597  -0.23
H 1.39851 -1.01158 0.56221  -0.01
H 2.53774 -0.65209 1.36542  0.02

***

w is preferred energetically. Next in line: 0.720 eV higher.